[1]
The following is a DFT calculation (wB97M-V/def2-TZVPD) of a 2-piece molecular cluster, C2H7NO overall.

Each line ends with the natural charge from an NBO analysis.
Positions of all 11 atoms, in Å:
1 C 2.39 0.55 0.69  -0.847
2 H 2.60 1.57 1.03  0.204
3 H 3.29 0.21 0.20  0.216
4 H 1.53 0.61 0.03  0.210
5 H 2.12 -0.01 1.58  0.215
6 C -1.90 -1.17 -0.73  0.530
7 N -2.08 0.16 -0.39  -0.832
8 O -0.80 -1.63 -0.86  -0.585
9 H -2.89 -1.64 -0.81  0.105
10 H -2.99 0.60 -0.37  0.388
11 H -1.29 0.76 -0.37  0.394

Computed properties:
HOMO-LUMO gap = 11.2 eV
HOMO = -10.267 eV
energy above the lowest of the compared OMol25 structures with the same formula, charge and spin = 0.083 eV
net charge = 0
LUMO = 0.94 eV
2S+1 = 1

[2]
The following is a DFT calculation (wB97M-V/def2-TZVPD) of a 2-piece molecular cluster, CH4N2OS overall.

Each line ends with the natural charge from an NBO analysis.
Positions of all 9 atoms, in Å:
1 C 0.94 -1.79 -0.87  0.111
2 N 0.56 -0.91 -1.62  -0.431
3 N -0.55 1.45 0.85  -0.557
4 O -0.35 0.36 1.74  -0.586
5 S 0.27 -0.06 -2.86  0.078
6 H -1.23 0.32 2.16  0.464
7 H 1.13 -2.41 -0.08  0.240
8 H -1.12 1.27 0.07  0.337
9 H 0.35 1.76 0.60  0.344

Computed properties:
HOMO-LUMO gap = 9.1 eV
HOMO = -8.706 eV
energy above the lowest of the compared OMol25 structures with the same formula, charge and spin = 4.839 eV
net charge = 0
LUMO = 0.35 eV
2S+1 = 1

[3]
The following is a DFT calculation (wB97M-V/def2-TZVPD) of C26H19BrF6N5O7PdS2 as an isolated structure.

Each line ends with the natural charge from an NBO analysis.
Positions of all 67 atoms, in Å:
1 Pd 0.09 -0.05 -0.06  1.336
2 Br 0.56 -3.70 -1.24  0.116
3 C 0.94 -3.31 0.58  0.170
4 C 1.30 -4.38 1.40  -0.264
5 C 1.53 -4.14 2.74  -0.122
6 C 1.39 -2.84 3.21  -0.202
7 C 1.04 -1.85 2.31  0.093
8 N 0.81 -2.07 1.02  -0.510
9 C 0.91 -0.40 2.83  0.751
10 O 0.98 -0.22 4.03  -0.573
11 O 0.75 0.46 1.92  -0.681
12 H 1.39 -5.36 0.97  0.252
13 H 1.83 -4.95 3.40  0.243
14 H 1.53 -2.57 4.24  0.269
15 F -1.66 1.29 -5.08  -0.292
16 C -2.15 1.23 -3.85  0.758
17 F -2.62 0.00 -3.64  -0.296
18 F -3.15 2.09 -3.73  -0.294
19 S -0.81 1.72 -2.62  2.272
20 O -1.31 1.37 -1.31  -0.973
21 O -0.62 3.11 -2.86  -0.929
22 N 0.49 0.91 -2.95  -1.190
23 S 0.55 -0.58 -2.49  2.198
24 O -0.71 -1.06 -1.98  -0.935
25 O 1.68 -0.86 -1.64  -0.921
26 C 0.90 -1.40 -4.14  0.767
27 F -0.15 -1.19 -4.92  -0.297
28 F 1.15 -2.70 -4.09  -0.290
29 F 1.96 -0.79 -4.65  -0.290
30 N 0.12 5.60 -1.76  -0.814
31 C 1.30 5.54 -1.13  0.647
32 O 1.91 6.48 -0.68  -0.577
33 C 1.83 4.13 -0.96  -0.136
34 C 3.16 3.84 -1.23  -0.084
35 C 3.64 2.56 -1.00  -0.231
36 C 2.76 1.60 -0.52  0.060
37 N 1.48 1.89 -0.29  -0.383
38 C 1.02 3.11 -0.47  0.043
39 H -0.24 6.51 -2.00  0.413
40 H -0.27 4.79 -2.22  0.427
41 H 3.81 4.62 -1.61  0.253
42 H 4.67 2.32 -1.19  0.247
43 H 3.08 0.59 -0.31  0.233
44 H -0.02 3.30 -0.22  0.236
45 C -3.83 3.60 1.42  -0.127
46 C -4.55 2.42 1.25  -0.209
47 C -3.92 1.21 1.20  -0.187
48 C -2.50 1.14 1.29  0.204
49 C -1.78 2.34 1.49  -0.206
50 C -2.44 3.54 1.56  -0.200
51 N -1.86 -0.02 1.10  -0.335
52 C -2.25 -1.22 1.56  0.162
53 C -2.04 -2.38 0.77  -0.215
54 C -2.29 -3.63 1.29  -0.206
55 C -2.76 -3.77 2.59  -0.151
56 C -3.01 -2.64 3.37  -0.193
57 C -2.78 -1.38 2.87  -0.205
58 H -4.34 4.55 1.46  0.233
59 H -5.63 2.47 1.15  0.237
60 H -4.47 0.29 1.04  0.230
61 H -0.71 2.26 1.65  0.249
62 H -1.89 4.45 1.74  0.236
63 H -1.73 -2.23 -0.26  0.240
64 H -2.15 -4.51 0.68  0.235
65 H -2.95 -4.75 3.00  0.232
66 H -3.38 -2.75 4.37  0.237
67 H -2.93 -0.49 3.47  0.238

Computed properties:
HOMO-LUMO gap (spin up / spin down) = 8.8 / 5.5 eV
HOMO (spin up / spin down) = -11.630 / -12.115 eV
energy above the lowest of the compared OMol25 structures with the same formula, charge and spin = 2.290 eV
net charge = +1
LUMO (spin up / spin down) = -2.87 / -6.62 eV
2S+1 = 5

[4]
The following is a DFT calculation (wB97M-V/def2-TZVPD) of C10H25Br4LiMgN2O5P2 as an isolated structure.

Each line ends with the natural charge from an NBO analysis.
Positions of all 50 atoms, in Å:
1 C 2.92 -1.02 1.58  -0.627
2 C 2.42 -0.37 0.29  -0.246
3 Br 4.03 0.69 -0.24  -0.003
4 C 1.18 0.48 0.40  -0.532
5 Br 1.45 1.92 1.64  0.035
6 P -0.32 -0.74 0.93  0.487
7 C -1.70 -1.88 1.49  -0.674
8 C -2.39 -2.73 0.44  -0.456
9 C -1.54 -3.59 -0.48  -0.220
10 N -0.65 -4.46 0.33  -0.943
11 P -2.04 0.99 1.05  1.082
12 O -1.87 1.76 2.44  -0.983
13 Br -1.47 2.52 -0.41  -0.154
14 H 2.99 -0.31 2.40  0.238
15 H 2.40 -1.94 1.88  0.249
16 H 3.91 -1.34 1.26  0.082
17 H 2.26 -1.09 -0.52  0.254
18 H 0.96 0.85 -0.61  0.250
19 H -0.69 -0.82 -0.48  -0.107
20 H 0.54 -1.92 0.73  0.001
21 H 0.11 -0.58 2.32  -0.121
22 H -2.51 -1.26 1.89  0.272
23 H -1.30 -2.46 2.33  0.225
24 H -3.03 -3.40 1.02  0.282
25 H -3.09 -2.13 -0.16  0.243
26 H -2.18 -4.22 -1.09  0.221
27 H -0.93 -3.00 -1.18  0.175
28 H 0.13 -4.78 -0.25  0.371
29 H -0.23 -3.87 1.04  0.336
30 H -2.53 1.43 3.07  0.533
31 Mg 0.60 -5.38 2.14  0.291
32 C 1.37 3.60 -2.91  0.524
33 O 2.11 2.78 -3.42  -0.599
34 N 1.55 4.93 -2.97  -0.429
35 C 0.65 5.87 -2.34  -0.395
36 C 2.71 5.43 -3.70  -0.416
37 H 0.48 3.28 -2.34  0.092
38 H 0.21 6.54 -3.08  0.196
39 H 1.17 6.47 -1.60  0.194
40 H -0.16 5.32 -1.85  0.205
41 H 2.67 5.11 -4.74  0.219
42 H 3.63 5.05 -3.26  0.223
43 H 2.71 6.52 -3.65  0.198
44 C -5.12 -3.32 2.32  0.941
45 O -5.65 -3.60 1.23  -0.791
46 O -5.12 -4.38 3.27  -0.772
47 O -4.56 -2.28 2.69  -0.808
48 H -5.59 -5.08 2.80  0.472
49 Li 5.36 -0.76 1.64  0.948
50 Br 4.14 1.15 -3.39  -0.560

Computed properties:
HOMO-LUMO gap = 2.0 eV
HOMO = -6.649 eV
net charge = 0
LUMO = -4.64 eV
2S+1 = 1

[5]
The following is a DFT calculation (wB97M-V/def2-TZVPD) of C5H11NO2 in the gas phase.

Each line ends with the natural charge from an NBO analysis.
Positions of all 19 atoms, in Å:
1 O 1.04 1.50 -0.24  -0.785
2 C 1.88 0.18 -0.39  0.395
3 O 3.04 0.20 0.12  -0.602
4 C 0.99 -0.81 0.37  -0.387
5 C -0.31 -1.37 -0.29  -0.531
6 C -1.39 -0.40 -0.82  0.186
7 C -1.97 0.63 0.02  -0.355
8 N -2.90 0.00 1.14  -0.830
9 H 1.75 -0.07 -1.42  0.083
10 H 1.63 -1.59 0.53  0.230
11 H 0.76 -0.27 1.32  0.223
12 H -0.63 -2.27 0.32  0.289
13 H 0.07 -1.75 -1.22  0.227
14 H 0.34 1.43 -0.94  0.423
15 H -1.29 0.05 -1.82  0.203
16 H -1.31 1.25 0.52  0.278
17 H -2.70 1.25 -0.40  0.224
18 H -2.38 -0.53 1.80  0.360
19 H -3.75 -0.44 0.95  0.370

Computed properties:
HOMO-LUMO gap = 4.4 eV
HOMO = -7.828 eV
energy above the lowest of the compared OMol25 structures with the same formula, charge and spin = 7.914 eV
net charge = 0
LUMO = -3.46 eV
2S+1 = 1

[6]
The following is a DFT calculation (wB97M-V/def2-TZVPD) of a 2-piece molecular cluster, C6H12O overall.

Each line ends with the natural charge from an NBO analysis.
Positions of all 19 atoms, in Å:
1 C 1.96 -0.22 0.17  -0.625
2 C 0.59 0.37 -0.23  -0.230
3 C -0.48 -0.61 -0.52  -0.060
4 C -1.06 -0.95 -1.84  -0.603
5 C -0.80 -1.04 0.89  -0.393
6 C -0.80 0.39 0.48  -0.232
7 O 0.02 2.40 1.95  -0.939
8 H 2.22 -0.94 -0.61  0.213
9 H 1.95 -0.79 1.11  0.215
10 H 2.78 0.50 0.22  0.216
11 H 0.71 1.17 -0.98  0.211
12 H 0.39 1.70 1.40  0.480
13 H -1.07 -0.05 -2.48  0.213
14 H -0.42 -1.70 -2.31  0.215
15 H -2.07 -1.33 -1.73  0.215
16 H -0.03 -1.36 1.59  0.200
17 H -1.76 -1.52 1.03  0.213
18 H -1.63 1.08 0.55  0.236
19 H -0.50 2.90 1.31  0.455

Computed properties:
HOMO-LUMO gap = 10.2 eV
HOMO = -9.294 eV
energy above the lowest of the compared OMol25 structures with the same formula, charge and spin = 2.883 eV
net charge = 0
LUMO = 0.89 eV
2S+1 = 1

| no. | energy (Ha) |
| --- | --- |
| 1 | -210.3957 |
| 2 | -623.2814 |
| 3 | -5899.7612 |
| 4 | -12067.8136 |
| 5 | -402.0873 |
| 6 | -310.9533 |